(1)
The following is a quantum chemistry calculation of a structure of composition C45H49Cl2F3N8NiO3, from the Open Molecules 2025 dataset.

Structure (XYZ):
```
111
Properties=species:S:1:pos:R:3
C -1.697 4.948 -1.918
H 4.997 -0.657 -2.080
C 3.184 -3.403 0.194
C 1.925 1.788 4.612
H 2.430 -3.442 0.966
H 5.654 -3.741 -2.707
C 1.921 -4.009 4.416
H -3.671 -3.645 -1.996
C 0.558 2.050 4.669
F 1.413 -0.759 -1.748
C -3.754 4.642 -3.190
H -5.938 0.907 3.698
H -3.024 4.028 1.941
C -3.891 -2.628 -2.283
N -3.267 2.059 5.350
C 2.824 -3.636 -1.118
H -3.347 2.371 -0.710
H 6.797 3.275 -2.150
N -1.964 3.833 -1.117
H 3.126 -0.827 4.124
C -2.683 0.199 1.950
C 2.609 1.941 3.388
H 3.679 1.848 3.281
C 6.116 1.214 -2.231
H -4.042 2.555 3.499
C -2.189 -0.370 0.581
C 2.470 -1.679 4.023
N 0.709 -3.830 3.877
C 0.257 -4.202 -4.259
C -5.164 0.962 4.450
C 5.021 -3.646 -1.837
H 4.794 -3.330 1.575
C 0.400 -0.865 -0.873
H 3.854 -3.072 4.858
C -2.633 5.394 -2.899
C 0.349 -2.636 3.386
C -0.442 0.501 -0.900
C -3.178 -0.828 -3.589
H -4.865 0.504 -4.150
C 6.152 2.520 -1.724
H 2.328 2.190 1.322
H -1.967 0.330 2.760
O 0.197 1.767 -0.894
H -3.567 -0.333 2.302
H -4.358 4.923 -4.040
H 1.428 1.926 -3.454
H 6.488 -3.501 -0.268
H 0.946 -0.529 3.153
F 0.873 -1.139 0.313
C 5.186 0.331 -1.687
C 0.294 -1.911 -4.808
C -0.737 -2.114 -5.705
Cl 3.149 3.571 -3.543
C 5.331 2.796 -0.643
C -4.274 0.317 6.614
H 3.785 -0.033 -0.074
C -1.293 -3.405 -5.815
Cl 3.234 0.805 -4.513
H -2.388 1.265 7.109
H -0.649 -2.551 2.981
H -2.459 -0.334 -4.226
H 6.783 0.882 -3.013
H -4.420 -0.147 7.578
C -4.180 1.895 4.344
O -2.149 3.672 1.690
C -5.483 -1.101 -2.853
H 2.227 -4.995 4.732
C -3.150 3.215 -1.355
H -1.644 -1.299 0.749
C 4.576 -3.416 0.521
N -5.194 -2.239 -2.214
H 1.754 -3.668 -1.262
C -0.148 2.203 3.477
C -5.272 0.197 5.637
H -3.113 1.188 1.794
H -6.111 -0.452 5.839
N 4.429 1.975 -0.113
H -2.344 6.320 -3.372
H -1.059 0.475 -1.798
C 4.412 0.692 -0.572
H -0.812 5.522 -1.685
F -0.354 -1.902 -1.206
H -1.032 -1.365 -6.425
H -1.221 2.329 3.486
H 0.590 -5.083 -3.730
H 2.678 1.559 -2.283
N -0.772 -4.409 -5.090
C -4.079 3.546 -2.402
H 2.392 1.524 5.550
C 1.192 -1.518 3.509
H -2.039 -3.708 -6.535
H -1.796 -2.179 -2.881
Ni -0.685 2.985 0.598
H -3.054 -0.680 -0.006
O -1.370 0.704 0.195
H 0.023 2.047 5.607
H 0.815 -0.970 -4.711
C -3.205 1.220 6.404
C -4.523 -0.379 -3.632
N 0.479 2.321 2.260
H -5.007 2.994 -2.449
C 2.860 -2.953 4.452
H 5.368 3.774 -0.186
C 0.832 -2.967 -4.120
H 1.639 -2.713 -3.448
C 5.440 -3.544 -0.523
H -6.485 -0.698 -2.853
C 1.841 2.171 2.285
N 3.670 -3.703 -2.107
C -2.842 -1.918 -2.818
C 2.508 1.891 -3.307
```

Summary:
- Frontier orbital gap (spin up / spin down): 6.23 / 2.07 eV
- Multiplicity: 4
- Lowest unoccupied orbital energy (spin up / spin down): -4.27 / -8.34 eV
- Net charge: +1

Here are the Mulliken charges for atoms 1 to 99, given in e: number 1, C, carries -0.308; number 2, H, carries 0.563; number 3, C, carries -0.393; number 4, C, carries -0.446; number 5, H, carries 0.352; number 6, H, carries 0.417; number 7, C, carries -0.401; number 8, H, carries 0.363; number 9, C, carries -0.636; number 10, F, carries -0.028; number 11, C, carries -0.253; number 12, H, carries 0.431; number 13, H, carries 0.129; number 14, C, carries -0.505; number 15, N, carries -0.445; number 16, C, carries -0.135; number 17, H, carries 0.316; number 18, H, carries 0.441; number 19, N, carries 0.267; number 20, H, carries 0.324; number 21, C, carries -1.416; number 22, C, carries -0.652; number 23, H, carries 0.580; number 24, C, carries -0.524; number 25, H, carries 0.390; number 26, C, carries -0.154; number 27, C, carries -0.426; number 28, N, carries -0.591; number 29, C, carries -0.290; number 30, C, carries -0.428; number 31, C, carries -0.536; number 32, H, carries 0.499; number 33, C, carries -0.087; number 34, H, carries 0.457; number 35, C, carries -0.618; number 36, C, carries -0.518; number 37, C, carries 0.488; number 38, C, carries -0.152; number 39, H, carries 0.435; number 40, C, carries -0.416; number 41, H, carries 0.610; number 42, H, carries 0.187; number 43, O, carries -1.112; number 44, H, carries 0.698; number 45, H, carries 0.406; number 46, H, carries 0.241; number 47, H, carries 0.381; number 48, H, carries -0.034; number 49, F, carries -0.024; number 50, C, carries -0.336; number 51, C, carries -0.068; number 52, C, carries -0.426; number 53, Cl, carries -0.183; number 54, C, carries -0.455; number 55, C, carries -0.476; number 56, H, carries 0.726; number 57, C, carries -0.388; number 58, Cl, carries -0.206; number 59, H, carries 0.384; number 60, H, carries 0.518; number 61, H, carries 0.402; number 62, H, carries 0.418; number 63, H, carries 0.392; number 64, C, carries -0.091; number 65, O, carries -0.728; number 66, C, carries -0.383; number 67, H, carries 0.363; number 68, C, carries -0.197; number 69, H, carries 0.140; number 70, C, carries -0.377; number 71, N, carries -0.559; number 72, H, carries 0.589; number 73, C, carries -0.582; number 74, C, carries -0.291; number 75, H, carries 0.120; number 76, H, carries 0.391; number 77, N, carries -0.157; number 78, H, carries 0.387; number 79, H, carries 0.015; number 80, C, carries -0.660; number 81, H, carries 0.443; number 82, F, carries -0.300; number 83, H, carries 0.486; number 84, H, carries 0.751; number 85, H, carries 0.482; number 86, H, carries -0.562; number 87, N, carries -0.036; number 88, C, carries -0.940; number 89, H, carries 0.381; number 90, C, carries 0.759; number 91, H, carries 0.430; number 92, H, carries 0.004; number 93, Ni, carries 0.273; number 94, H, carries 0.000; number 95, O, carries 1.328; number 96, H, carries 0.454; number 97, H, carries 0.303; number 98, C, carries -0.223; number 99, C, carries -0.681

=====

(2)
The following is a quantum chemistry calculation of a structure of composition C28H28CaN2OP, from the Open Molecules 2025 dataset.

Structure (XYZ):
```
61
Properties=species:S:1:pos:R:3
O -3.319 -2.007 -0.412
C 0.642 0.369 -1.748
H 2.897 -1.102 1.865
C 0.284 1.662 -1.364
H -4.333 5.099 1.081
C -0.021 -3.044 -1.429
H 0.558 0.320 3.244
C 3.749 0.239 -1.136
H -1.784 -0.354 5.138
H 3.321 0.503 -2.096
H 5.286 -0.666 2.296
C -0.269 1.019 3.394
H -3.671 3.812 3.071
H -2.471 2.040 4.054
H -2.704 -1.233 3.911
H -1.452 -1.325 -1.578
H 0.023 0.634 -5.072
C -3.084 2.333 -0.420
H -1.005 -4.815 -2.110
H 5.705 0.944 -1.653
C 2.349 -4.391 -1.949
C -0.152 2.584 -2.306
C -1.303 -2.335 -1.176
H -0.436 3.579 -1.991
C 5.091 0.489 -0.887
H 6.691 0.351 0.534
C -0.050 -4.340 -1.922
C -3.881 4.121 0.965
H -0.147 1.868 2.717
H -3.572 0.795 3.499
C -3.506 3.393 2.082
C 2.382 -3.091 -1.454
H -0.943 -1.450 4.037
C -2.673 1.351 3.225
H 0.355 1.968 -0.324
C 3.513 -0.659 1.090
P 1.224 -0.738 -0.426
C -0.244 2.212 -3.638
C 2.958 -0.341 -0.147
C -2.682 1.548 0.678
C 1.135 -5.016 -2.181
C -2.925 2.132 1.939
C 5.644 0.157 0.345
H -4.035 -2.552 -0.066
H -2.933 1.953 -1.428
N -1.562 0.359 3.140
H -0.587 2.927 -4.374
C 1.205 -2.402 -1.192
H 1.107 -6.026 -2.568
C 4.857 -0.416 1.335
C 0.542 0.002 -3.092
N -2.251 -2.905 -0.543
C -3.675 3.583 -0.301
H 3.277 -4.910 -2.151
H -3.975 4.144 -1.179
H 0.821 -0.997 -3.407
C 0.096 0.921 -4.030
H 3.337 -2.618 -1.263
H -0.217 1.392 4.422
C -1.758 -0.729 4.109
Ca -1.426 -0.344 0.841
```

Summary:
- Frontier orbital gap: 7.66 eV
- Lowest unoccupied orbital energy: -3.02 eV
- Net charge: +1

Table of Mulliken atomic charges, one value per atom, all in e: number 1, O, carries -0.345; number 2, C, carries 0.683; number 3, H, carries 0.337; number 4, C, carries -0.425; number 5, H, carries 0.377; number 6, C, carries 0.532; number 7, H, carries 0.350; number 8, C, carries 0.063; number 9, H, carries 0.374; number 10, H, carries 0.416; number 11, H, carries 0.410; number 12, C, carries -1.161; number 13, H, carries 0.363; number 14, H, carries 0.436; number 15, H, carries 0.382; number 16, H, carries 1.595; number 17, H, carries 0.450; number 18, C, carries 0.098; number 19, H, carries 0.496; number 20, H, carries 0.424; number 21, C, carries -0.744; number 22, C, carries -0.779; number 23, C, carries -1.319; number 24, H, carries 0.476; number 25, C, carries -0.730; number 26, H, carries 0.404; number 27, C, carries -0.704; number 28, C, carries -0.466; number 29, H, carries 0.358; number 30, H, carries 0.426; number 31, C, carries -0.876; number 32, C, carries -0.775; number 33, H, carries 0.357; number 34, C, carries -1.112; number 35, H, carries 0.379; number 36, C, carries -0.206; number 37, P, carries 0.425; number 38, C, carries -0.513; number 39, C, carries 0.052; number 40, C, carries -0.439; number 41, C, carries -0.652; number 42, C, carries 0.568; number 43, C, carries -0.489; number 44, H, carries 0.365; number 45, H, carries 0.478; number 46, N, carries 0.095; number 47, H, carries 0.411; number 48, C, carries 0.216; number 49, H, carries 0.408; number 50, C, carries -0.705; number 51, C, carries -0.206; number 52, N, carries -0.455; number 53, C, carries -0.795; number 54, H, carries 0.444; number 55, H, carries 0.405; number 56, H, carries 0.482; number 57, C, carries -0.770; number 58, H, carries 0.419; number 59, H, carries 0.364; number 60, C, carries -1.230; number 61, Ca, carries 1.580

=====

(3)
The following is a quantum chemistry calculation of a structure of composition CrN6O18, from the Open Molecules 2025 dataset.

Structure (XYZ):
```
25
Properties=species:S:1:pos:R:3
Cr -18.803 25.278 -19.115
O -20.810 24.580 -18.372
N -16.606 25.671 -16.571
N -15.468 25.393 -19.821
O -18.041 27.510 -19.156
N -21.105 25.551 -17.779
O -19.670 24.941 -22.831
O -19.366 21.632 -17.826
O -19.621 25.995 -20.995
N -19.700 25.006 -21.639
O -18.160 23.313 -18.325
O -20.258 26.434 -17.861
O -22.164 25.649 -17.107
O -19.344 24.125 -20.931
O -16.699 25.144 -19.857
O -14.704 24.705 -20.539
O -17.970 29.619 -18.875
N -17.445 28.554 -18.769
O -16.201 24.564 -16.208
O -15.054 26.236 -19.099
O -16.292 28.641 -18.255
O -17.450 22.036 -16.877
O -15.876 26.607 -16.425
O -17.590 25.774 -17.295
N -18.346 22.292 -17.674
```

Summary:
- Frontier orbital gap (spin up / spin down): 5.04 / 5.27 eV
- Multiplicity: 5
- ΔE to the lowest compared entry with this formula, charge and spin: 32.0 kJ/mol
- Lowest unoccupied orbital energy (spin up / spin down): 9.49 / 9.48 eV
- Net charge: -4

Table of Mulliken atomic charges, one value per atom, all in e: number 1, Cr, carries 0.572; number 2, O, carries -0.570; number 3, N, carries 0.711; number 4, N, carries 0.735; number 5, O, carries -0.224; number 6, N, carries 1.474; number 7, O, carries -0.802; number 8, O, carries -0.747; number 9, O, carries -0.574; number 10, N, carries 1.399; number 11, O, carries -0.254; number 12, O, carries -0.576; number 13, O, carries -0.825; number 14, O, carries -0.593; number 15, O, carries -0.282; number 16, O, carries -0.810; number 17, O, carries -0.732; number 18, N, carries 0.696; number 19, O, carries -0.695; number 20, O, carries -0.508; number 21, O, carries -0.599; number 22, O, carries -0.637; number 23, O, carries -0.630; number 24, O, carries -0.276; number 25, N, carries 0.747

=====

- Which formula does entry 3 have?
  CrN6O18

=====

- Which of these has the lowest net charge?
  CrN6O18

=====

- Look up the net charge of the second one.
  +1